(1)
Here is a cluster of 17 separate species, C54H152N10O17 in total from the Open Molecules 2025 dataset. Energies are from wB97M-V/def2-TZVPD.

The geometry in XYZ format:
```
233
Properties=species:S:1:pos:R:3:forces:R:3:lowdin_charge:R:1
C 8.378 -10.803 -27.704 -0.24 -0.55 0.10 -0.07
C 7.848 -11.736 -26.573 0.14 1.07 -0.95 -0.30
O 6.557 -12.212 -26.946 0.13 -0.25 0.57 -0.11
H 7.632 -10.071 -28.016 -0.28 0.10 0.47 0.07
H 8.521 -11.372 -28.622 0.39 -0.18 0.10 0.07
H 9.272 -10.237 -27.443 0.13 -0.27 0.06 0.07
H 7.840 -11.181 -25.635 -0.24 0.01 0.18 0.10
H 8.471 -12.614 -26.402 0.09 0.02 -0.27 0.10
H 5.920 -11.505 -26.827 -0.05 0.06 -0.08 0.09
C 1.007 -17.137 -21.040 -1.14 -0.62 -0.10 -0.07
C 2.072 -16.726 -20.078 0.61 -0.02 -0.29 -0.34
O 1.395 -16.193 -18.978 -0.40 0.42 0.77 -0.07
H 0.497 -17.994 -20.599 -0.08 -0.20 -0.05 0.05
H 1.226 -17.411 -22.072 0.57 0.15 0.10 0.07
H 0.230 -16.372 -21.050 0.07 0.24 -0.19 0.07
H 2.739 -15.972 -20.495 0.22 0.02 -0.21 0.09
H 2.663 -17.566 -19.712 0.28 -0.29 -0.41 0.10
H 2.064 -15.990 -18.320 -0.17 0.09 0.29 0.09
C 8.949 -21.010 -25.294 -0.21 -0.90 0.03 -0.08
C 9.870 -22.192 -25.051 2.27 0.76 0.77 -0.27
O 11.045 -21.791 -24.279 -0.37 -0.10 -1.24 -0.11
H 8.111 -21.350 -25.902 -0.17 0.14 -0.14 0.06
H 9.458 -20.193 -25.806 0.03 -0.03 0.18 0.08
H 8.541 -20.699 -24.332 0.01 0.32 -0.01 0.06
H 10.400 -22.538 -25.939 -0.77 -0.21 -0.38 0.11
H 9.420 -23.032 -24.522 -0.46 -0.02 -0.24 0.10
H 10.823 -21.578 -23.369 -0.24 -0.26 0.26 -0.01
C 0.890 -15.714 -25.630 0.14 1.08 -0.13 -0.09
C 1.775 -16.803 -26.130 -0.65 -0.63 1.21 -0.33
O 1.002 -17.966 -26.383 0.34 0.16 -1.44 -0.09
H 0.452 -15.860 -24.643 -0.13 -0.29 -0.11 0.07
H 0.135 -15.548 -26.399 -0.28 0.17 0.26 0.08
H 1.524 -14.830 -25.568 -0.23 0.40 0.11 0.06
H 2.476 -17.067 -25.339 0.69 0.19 -0.21 0.10
H 2.269 -16.381 -27.006 0.20 -0.80 -0.25 0.10
H 0.894 -18.428 -25.548 -0.02 -0.07 0.56 0.00
C 10.743 -15.956 -24.685 0.26 0.52 0.33 -0.06
C 11.016 -16.047 -23.194 -0.09 -0.90 1.21 -0.34
O 11.774 -15.008 -22.635 0.85 1.32 -1.68 -0.10
H 11.649 -15.970 -25.290 0.20 0.20 0.21 0.07
H 10.226 -15.010 -24.845 -0.07 -0.06 -0.41 0.05
H 10.153 -16.794 -25.056 -0.29 0.04 0.33 0.07
H 11.532 -16.974 -22.941 0.02 -0.50 -0.29 0.10
H 10.108 -16.064 -22.592 -0.65 -0.34 -0.47 0.09
H 11.624 -14.955 -21.688 -0.22 -0.41 0.71 0.01
C 5.295 -22.688 -26.738 -1.25 0.12 -1.13 -0.08
C 4.077 -23.527 -27.158 -0.01 -0.26 0.58 -0.33
O 4.257 -24.253 -28.371 0.04 -0.15 1.24 -0.09
H 5.297 -21.821 -27.398 0.35 0.22 0.05 0.05
H 6.199 -23.267 -26.926 0.08 0.07 0.56 0.08
H 5.105 -22.336 -25.724 0.58 -0.10 0.13 0.06
H 3.161 -22.938 -27.208 0.00 0.57 -0.26 0.09
H 3.862 -24.177 -26.310 0.13 -0.82 -0.33 0.10
H 4.597 -23.585 -28.970 -0.06 0.36 -0.63 0.00
C 5.279 -18.000 -23.624 -0.25 0.01 0.16 -0.08
C 6.679 -17.771 -24.088 1.28 0.02 0.36 -0.30
O 7.556 -17.396 -23.029 0.12 -1.63 0.18 -0.11
H 4.684 -18.438 -24.426 -0.22 0.30 -0.08 0.07
H 4.913 -17.024 -23.305 -0.56 -0.09 0.02 0.07
H 5.231 -18.690 -22.781 0.16 -0.01 0.13 0.06
H 6.696 -16.980 -24.838 -0.07 -0.14 -0.41 0.10
H 7.138 -18.678 -24.480 -0.22 -0.02 -0.41 0.10
H 7.577 -16.448 -22.880 -0.21 0.45 -0.05 -0.02
C 0.619 -22.332 -20.203 -0.01 -0.71 -0.18 -0.05
C 0.214 -20.874 -20.321 -0.19 -0.65 -1.96 -0.44
C -1.129 -20.733 -21.094 -0.21 0.27 -0.10 -0.16
O -1.000 -21.184 -22.451 0.67 0.07 1.38 -0.25
C -2.199 -21.557 -23.067 -0.05 0.05 -0.03 -0.09
N 0.243 -20.334 -19.006 -0.46 0.09 0.30 0.05
H 0.734 -22.905 -21.124 -0.07 0.51 -0.38 0.07
H -0.154 -22.888 -19.673 -0.08 0.02 0.40 0.09
H 1.570 -22.448 -19.684 -0.15 0.16 0.18 0.05
H 0.959 -20.366 -20.934 0.14 0.19 -0.02 0.11
H -1.516 -19.714 -21.123 0.52 0.64 0.02 0.12
H -1.955 -21.205 -20.561 0.03 -0.93 0.06 0.12
H -2.663 -22.331 -22.455 -0.28 -0.27 -0.32 0.09
H -1.927 -21.885 -24.070 -0.17 -0.31 0.08 0.09
H -2.892 -20.723 -23.179 -0.13 0.22 0.12 0.09
H -0.267 -20.966 -18.406 -0.25 0.22 0.39 0.09
H -0.144 -19.403 -18.949 -0.09 0.15 0.18 0.09
C 6.281 -16.116 -19.979 -0.48 -0.46 -0.36 -0.06
C 7.640 -15.449 -20.105 -0.86 1.18 -0.85 -0.40
C 7.589 -14.366 -21.262 1.46 -0.67 -0.47 -0.13
O 7.607 -14.951 -22.580 -0.54 0.93 1.10 -0.26
C 7.854 -14.044 -23.656 -0.58 -1.20 0.41 -0.06
N 7.930 -14.781 -18.840 -0.10 -0.15 0.03 0.05
H 6.042 -16.793 -20.800 0.36 0.01 -0.26 0.06
H 5.499 -15.358 -20.037 -0.09 0.18 0.30 0.07
H 6.144 -16.704 -19.072 0.24 0.18 0.19 0.08
H 8.423 -16.176 -20.319 0.01 0.18 -0.15 0.10
H 8.510 -13.788 -21.189 0.38 0.11 0.16 0.11
H 6.806 -13.611 -21.200 -0.61 -0.33 0.34 0.12
H 8.858 -13.638 -23.528 -0.10 0.35 -0.35 0.10
H 7.037 -13.328 -23.749 0.24 0.48 0.23 0.08
H 7.743 -14.706 -24.514 0.54 0.29 -0.34 0.09
H 7.146 -14.181 -18.627 -0.18 0.09 0.28 0.07
H 8.735 -14.172 -18.881 0.22 0.03 -0.13 0.06
C 3.845 -23.664 -20.680 0.61 0.40 -1.46 -0.08
C 4.774 -24.516 -19.822 0.91 1.81 0.16 -0.34
C 6.308 -24.160 -19.969 -0.16 -0.75 -0.51 -0.16
O 6.816 -24.551 -21.251 -2.38 -0.92 0.32 -0.18
C 8.114 -24.223 -21.484 1.32 1.26 -0.64 -0.16
N 4.355 -24.294 -18.386 0.40 -1.62 -0.88 0.05
H 4.161 -23.422 -21.694 0.93 -0.33 -0.23 0.07
H 3.780 -22.661 -20.259 -0.67 -0.24 0.28 0.04
H 2.911 -24.157 -20.950 -0.39 0.15 0.97 0.08
H 4.677 -25.553 -20.141 0.00 -0.14 0.56 0.14
H 6.878 -24.728 -19.234 -0.16 -0.01 0.43 0.12
H 6.557 -23.107 -19.833 -0.38 0.33 0.20 0.10
H 8.440 -24.563 -22.467 -0.22 -0.50 0.06 0.09
H 8.832 -24.557 -20.735 0.00 -0.28 0.28 0.09
H 8.208 -23.141 -21.574 0.24 0.50 0.27 0.07
H 4.110 -23.338 -18.171 0.31 0.07 -0.49 0.01
H 3.476 -24.790 -18.341 -0.20 -0.19 0.50 0.06
C 13.288 -14.160 -19.344 1.12 -0.43 0.20 -0.06
C 12.555 -15.484 -19.056 0.05 1.17 1.45 -0.38
C 12.287 -15.764 -17.520 -1.06 1.21 -0.74 -0.15
O 11.718 -14.579 -16.939 0.88 0.82 -1.35 -0.22
C 11.260 -14.654 -15.625 0.64 -1.10 -0.10 -0.12
N 11.345 -15.490 -19.845 -0.45 -0.42 -0.29 0.04
H 13.563 -14.125 -20.398 -0.39 0.03 -0.16 0.07
H 14.261 -14.140 -18.852 0.07 -0.07 0.36 0.07
H 12.807 -13.223 -19.061 -0.48 -0.36 0.03 0.08
H 13.187 -16.310 -19.382 -0.01 -0.02 -0.23 0.14
H 13.176 -16.132 -17.007 0.17 0.22 0.21 0.12
H 11.481 -16.494 -17.452 0.16 -0.68 -0.07 0.10
H 12.107 -14.870 -14.974 0.06 -0.02 0.41 0.08
H 10.587 -15.511 -15.596 -0.54 0.10 0.60 0.08
H 10.814 -13.712 -15.303 -0.16 -0.15 -0.33 0.09
H 11.011 -16.443 -19.850 -0.17 -0.42 -0.44 0.02
H 10.584 -14.976 -19.424 0.24 0.46 0.39 0.06
C 7.840 -16.366 -28.331 0.77 -0.80 0.44 -0.07
C 6.579 -15.730 -28.826 -0.64 -0.24 -0.71 -0.45
C 5.369 -15.860 -27.873 0.84 -0.95 0.62 -0.16
O 5.110 -17.202 -27.350 -1.10 0.01 -0.72 -0.21
C 4.403 -18.122 -28.237 1.18 0.76 -0.81 -0.08
N 6.762 -14.310 -29.147 -0.41 -0.69 0.08 0.06
H 7.775 -17.453 -28.378 -0.27 -0.10 0.72 0.05
H 8.130 -16.000 -27.346 -0.18 -0.26 0.35 0.08
H 8.732 -16.203 -28.935 -0.19 0.58 -0.52 0.08
H 6.330 -16.251 -29.750 -0.22 0.04 -0.31 0.13
H 4.503 -15.359 -28.306 -0.22 -0.32 -0.13 0.12
H 5.647 -15.317 -26.969 -0.12 0.19 0.18 0.11
H 3.961 -19.028 -27.821 0.32 0.38 1.09 0.08
H 5.153 -18.469 -28.948 -0.02 -0.16 -0.32 0.05
H 3.595 -17.682 -28.822 -0.03 0.57 0.17 0.09
H 6.929 -13.847 -28.265 0.07 0.56 0.02 0.03
H 7.611 -14.281 -29.693 0.13 0.43 -0.08 0.07
C 2.348 -21.368 -15.778 0.69 -0.53 0.56 -0.07
C 3.197 -20.384 -16.583 -0.42 -1.17 -0.97 -0.40
C 3.915 -21.015 -17.842 1.17 0.19 2.29 -0.20
O 4.539 -19.943 -18.538 0.12 -0.11 -1.74 -0.19
C 5.154 -20.264 -19.822 -0.44 -0.20 0.50 -0.05
N 2.287 -19.409 -17.165 0.42 0.20 -0.05 0.04
H 1.847 -20.835 -14.970 -0.23 0.20 -0.25 0.08
H 2.958 -22.099 -15.248 0.30 -0.14 -0.09 0.07
H 1.620 -21.961 -16.332 -0.12 0.30 -0.34 0.07
H 3.926 -19.996 -15.872 0.15 0.49 -0.35 0.13
H 3.190 -21.633 -18.372 -0.13 0.39 -0.57 0.09
H 4.728 -21.638 -17.470 0.11 -0.51 -0.07 0.12
H 5.607 -19.388 -20.286 -0.01 0.28 0.64 0.07
H 4.460 -20.624 -20.581 -0.59 -0.07 0.23 0.07
H 5.914 -21.041 -19.742 0.14 0.02 0.36 0.06
H 1.688 -20.019 -17.701 -1.16 -0.03 0.26 0.00
H 2.813 -19.145 -17.986 0.30 1.45 -0.09 0.03
C 8.783 -20.140 -19.880 -0.18 -1.28 0.62 -0.07
C 10.166 -19.612 -20.147 -0.01 -1.21 -0.88 -0.41
C 10.720 -20.043 -21.572 0.35 0.39 1.64 -0.13
O 10.785 -21.468 -21.749 -0.51 0.72 1.25 -0.25
C 11.688 -22.220 -20.926 -0.32 -0.34 -0.66 -0.06
N 10.080 -18.176 -19.956 1.04 -0.16 -0.62 0.05
H 8.022 -19.659 -20.494 0.06 -0.21 -0.26 0.08
H 8.518 -19.972 -18.836 -0.05 0.40 0.15 0.09
H 8.761 -21.229 -19.930 -0.27 -0.16 -0.58 0.07
H 10.849 -20.067 -19.429 0.14 0.27 0.19 0.12
H 11.732 -19.646 -21.653 0.12 0.22 -0.12 0.13
H 10.116 -19.613 -22.371 -0.14 -0.25 -0.07 0.13
H 12.719 -22.142 -21.272 0.06 0.27 -0.07 0.10
H 11.367 -23.250 -21.084 0.13 -0.03 0.09 0.09
H 11.651 -22.029 -19.853 -0.26 0.37 -0.06 0.08
H 9.721 -18.051 -19.021 -0.27 0.30 0.11 0.08
H 9.352 -17.931 -20.612 -0.28 0.69 -0.04 0.06
C 6.139 -21.992 -32.338 1.24 -0.11 -0.25 -0.07
C 6.107 -22.108 -30.820 0.47 0.82 -1.27 -0.41
C 6.687 -20.812 -30.209 0.28 -0.93 0.43 -0.19
O 8.086 -20.725 -30.551 -1.52 0.18 0.30 -0.17
C 8.745 -19.670 -29.894 0.46 0.37 -0.33 -0.11
N 4.720 -22.320 -30.421 0.11 0.13 0.48 0.04
H 7.184 -21.984 -32.647 0.08 0.31 -0.20 0.08
H 5.669 -21.071 -32.684 -0.17 -0.06 -0.08 0.08
H 5.730 -22.873 -32.833 -0.38 0.05 0.10 0.08
H 6.785 -22.931 -30.592 -0.35 -0.19 0.64 0.15
H 6.559 -20.797 -29.127 0.26 -0.41 0.37 0.10
H 6.071 -19.959 -30.494 0.25 0.41 -0.79 0.11
H 8.367 -18.677 -30.136 -0.37 0.06 -0.45 0.07
H 9.773 -19.703 -30.252 0.04 -0.03 0.26 0.09
H 8.711 -19.698 -28.805 0.01 -0.56 0.22 0.08
H 4.226 -21.520 -30.790 -0.33 0.53 0.37 0.09
H 4.332 -23.037 -31.017 0.07 -0.58 0.01 0.09
C 2.651 -20.706 -23.314 1.10 -0.79 1.53 -0.07
C 1.758 -20.645 -24.500 -0.73 -0.40 0.34 -0.38
C 1.264 -22.067 -24.850 -0.94 0.43 -1.02 -0.15
O 0.478 -21.990 -26.094 0.30 -0.41 1.34 -0.19
C 0.014 -23.264 -26.517 0.16 0.05 -0.62 -0.12
N 0.665 -19.689 -24.158 0.27 -0.40 -1.54 0.07
H 2.165 -21.206 -22.476 -0.42 -0.31 -0.03 0.06
H 2.967 -19.779 -22.836 -0.08 0.46 -0.70 0.07
H 3.549 -21.305 -23.462 0.18 0.04 -0.32 0.08
H 2.302 -20.345 -25.395 -0.13 0.64 0.00 0.14
H 0.643 -22.464 -24.047 -0.21 -0.02 0.15 0.11
H 2.077 -22.774 -25.016 0.34 0.09 0.00 0.11
H -0.694 -23.785 -25.873 -0.03 0.31 0.65 0.08
H 0.839 -23.951 -26.705 0.27 -0.05 0.07 0.08
H -0.508 -23.146 -27.467 0.10 0.30 -0.03 0.09
H -0.062 -19.938 -24.814 -0.45 0.29 -0.60 0.07
H 0.176 -19.925 -23.306 0.59 -0.29 0.48 0.05
C 0.986 -11.372 -21.725 1.15 -0.63 -1.21 -0.06
C 0.945 -12.919 -21.761 0.43 0.85 -1.05 -0.45
C 2.271 -13.589 -22.245 -1.27 0.83 -0.48 -0.16
O 2.508 -13.218 -23.619 -0.07 0.37 1.55 -0.20
C 3.732 -13.664 -24.157 -1.05 -0.42 -0.50 -0.11
N 0.632 -13.352 -20.437 -0.13 -0.52 0.74 0.04
H 1.773 -11.023 -21.057 -0.38 -0.03 0.59 0.08
H 0.009 -10.918 -21.556 0.11 -0.10 0.30 0.08
H 1.355 -11.023 -22.689 -0.31 0.04 -0.29 0.07
H 0.163 -13.212 -22.461 -0.07 -0.03 -0.43 0.13
H 2.151 -14.671 -22.190 0.05 -0.22 0.06 0.10
H 3.024 -13.274 -21.522 0.61 0.09 -0.27 0.12
H 3.706 -14.749 -24.249 0.33 -0.37 0.28 0.07
H 4.608 -13.338 -23.596 0.07 0.16 -0.06 0.08
H 3.685 -13.315 -25.189 0.62 0.29 0.06 0.09
H -0.193 -12.840 -20.159 -0.08 0.06 0.37 0.08
H 0.354 -14.322 -20.450 0.10 -0.28 0.30 0.04
```
Positions in Å, forces in eV/Å.

Properties
calculated total energy: -108162.01212 eV
relative energy (zero: lowest compared OMol25 entry of this formula, charge and spin): 26.4 kcal/mol
net charge: 0
HOMO level: -9.16 eV
multiplicity: 1
F_max: 2.58 eV/Å
Kohn-Sham gap: 0.355 Eh

(2)
Here is a cluster of 18 separate species, H36O18 in total from the Open Molecules 2025 dataset. Energies are from wB97M-V/def2-TZVPD.

The geometry in XYZ format:
```
54
Properties=species:S:1:pos:R:3:forces:R:3:nbo_charge:R:1
O -23.932 24.861 -6.230 0.82 -0.24 0.03 -0.99
H -23.930 25.757 -5.892 0.05 0.54 -0.06 0.49
H -24.824 24.726 -6.548 -0.58 -0.28 0.05 0.50
O -19.670 26.172 -9.053 -0.73 0.27 -0.51 -0.99
H -19.036 26.537 -9.670 -0.04 -0.11 -0.32 0.49
H -19.191 26.103 -8.228 0.49 -0.05 0.97 0.51
O -25.345 27.294 -10.627 -0.34 0.06 0.20 -0.95
H -24.923 27.521 -11.456 0.09 -0.02 -0.32 0.48
H -24.621 27.185 -10.011 0.34 -0.20 0.15 0.47
O -20.981 21.967 -8.462 -0.15 -0.80 0.40 -1.00
H -21.012 21.749 -7.530 -0.11 -0.29 0.55 0.51
H -21.385 22.833 -8.520 -0.38 0.76 0.16 0.51
O -19.479 22.125 -10.420 1.09 0.38 -1.39 -0.99
H -20.092 22.000 -9.695 -0.40 -0.25 0.80 0.49
H -18.675 21.694 -10.131 0.09 -0.15 -0.20 0.45
O -19.748 25.188 -11.966 -0.19 0.36 -0.01 -0.93
H -19.097 25.889 -11.926 0.16 0.13 -0.17 0.45
H -19.244 24.386 -11.830 -0.01 -0.53 0.10 0.49
O -21.865 24.455 -8.325 0.00 0.22 0.04 -0.99
H -22.364 24.998 -7.714 -0.63 -0.06 0.58 0.51
H -21.173 25.032 -8.648 0.65 0.13 -0.51 0.50
O -23.335 23.209 -10.220 -0.26 -0.24 -0.56 -0.97
H -22.972 23.937 -9.715 0.38 0.28 0.35 0.49
H -23.527 22.536 -9.567 -0.09 -0.21 0.08 0.47
O -21.630 21.131 -5.735 0.11 0.05 -0.20 -0.96
H -21.966 20.235 -5.719 -0.11 -0.25 -0.10 0.48
H -21.540 21.370 -4.813 0.03 0.26 0.26 0.49
O -23.905 27.796 -6.803 -0.52 0.14 0.81 -0.99
H -23.326 27.953 -7.548 0.64 -0.32 -0.33 0.50
H -24.777 27.718 -7.189 -0.30 0.03 0.00 0.47
O -18.297 25.946 -6.770 0.03 0.12 0.12 -0.96
H -18.011 25.066 -6.524 0.28 -0.48 -0.20 0.50
H -18.401 26.406 -5.937 -0.13 0.28 0.18 0.49
O -22.461 28.535 -4.217 0.33 0.00 0.37 -0.95
H -22.752 27.881 -4.852 -0.19 -0.06 -0.28 0.48
H -22.944 29.328 -4.451 -0.13 0.13 -0.12 0.47
O -26.656 24.269 -6.158 0.08 -0.02 -0.18 -0.95
H -27.264 24.697 -6.761 -0.25 0.04 -0.27 0.48
H -27.058 24.378 -5.296 -0.03 -0.01 0.30 0.48
O -23.242 24.151 -3.491 0.29 -0.09 0.47 -0.96
H -24.057 23.987 -3.017 -0.12 -0.03 0.18 0.46
H -23.497 24.156 -4.413 -0.12 0.04 -0.71 0.49
O -17.512 23.034 -7.689 0.16 0.26 0.36 -0.95
H -18.445 22.846 -7.593 -0.44 -0.13 -0.13 0.48
H -17.220 22.452 -8.390 0.13 -0.03 -0.15 0.47
O -22.253 27.348 -8.878 -0.88 0.45 -0.09 -0.99
H -21.350 27.043 -8.971 0.97 -0.33 -0.07 0.51
H -22.286 28.158 -9.387 0.10 0.24 -0.30 0.48
O -21.091 22.212 -12.838 -0.09 0.11 -0.50 -0.95
H -20.883 22.222 -11.904 0.26 0.01 0.35 0.49
H -21.471 21.347 -12.990 -0.12 -0.14 -0.05 0.46
O -25.235 24.283 -11.968 -0.51 0.21 -0.54 -0.97
H -24.468 24.027 -11.456 0.41 -0.46 0.32 0.49
H -25.630 24.997 -11.468 -0.12 0.26 0.11 0.46
```
Positions in Å, forces in eV/Å.

Properties
calculated total energy: -37440.70987 eV
relative energy (zero: lowest compared OMol25 entry of this formula, charge and spin): 41.5 kcal/mol
net charge: 0
HOMO level: -9.95 eV
multiplicity: 1
F_max: 1.81 eV/Å
Kohn-Sham gap: 0.360 Eh